23
Properties=species:S:1:pos:R:3:mulliken_charge:R:1 method="wB97M-V/def2-TZVPD" multiplicity=1 smiles="CC(C)=C(C#N)C#N.C=CC" e_tot_ha=-459.58656 homo_ev=-9.52
C -3.191 -1.035 0.819 -1.45
C -2.066 -0.781 -0.124 1.34
C -1.429 -1.975 -0.743 -1.45
C -1.647 0.477 -0.392 0.66
C -0.586 0.748 -1.291 -0.15
N 0.260 0.968 -2.031 -0.47
C -2.217 1.626 0.207 -0.17
N -2.671 2.564 0.685 -0.46
H -3.819 -1.846 0.450 0.36
H -3.796 -0.144 0.971 0.43
H -2.797 -1.340 1.790 0.31
H -1.292 -2.748 0.012 0.36
H -0.470 -1.736 -1.198 0.38
H -2.082 -2.387 -1.516 0.32
C 2.281 1.549 1.128 -0.85
C 2.851 0.485 0.596 0.16
C 3.801 0.512 -0.554 -1.08
H 1.606 1.478 1.965 0.28
H 2.452 2.539 0.737 0.25
H 2.659 -0.497 1.010 0.31
H 3.668 -0.369 -1.179 0.28
H 4.827 0.512 -0.182 0.33
H 3.657 1.401 -1.162 0.31

57
Properties=species:S:1:pos:R:3:mulliken_charge:R:1 method="wB97M-V/def2-TZVPD" multiplicity=2 e_tot_ha=-1078.90441 homo_ev="-7.57 / -9.08"
C -4.766 1.382 4.462 -1.31
C -3.695 0.332 4.259 0.03
O -3.855 -0.216 2.962 -0.32
C -3.219 -1.462 2.718 -0.69
C -2.797 -1.563 1.253 -0.59
O -1.424 -1.475 0.923 -0.43
C -0.657 -0.263 1.092 2.36
C -0.134 -0.219 2.524 -1.76
C 0.518 -0.419 0.110 -2.28
C 1.078 0.854 -0.552 1.51
C 1.876 1.719 0.429 -1.76
C 1.987 0.424 -1.693 -1.84
N -0.032 1.696 -1.096 0.66
O 0.165 2.288 -2.206 -0.71
C -1.445 1.423 -0.723 2.08
C -2.006 0.363 -1.704 -1.58
C -2.218 2.726 -0.857 -1.89
C -1.430 1.013 0.756 -2.53
H -4.861 1.977 3.553 0.32
H -4.502 2.053 5.281 0.39
H -5.735 0.933 4.679 0.29
H -2.699 0.778 4.366 0.11
H -3.784 -0.466 5.007 0.40
H -3.941 -2.261 2.924 0.37
H -2.364 -1.611 3.384 0.43
H -3.079 -2.545 0.870 0.40
H -3.391 -0.823 0.708 0.31
H -0.921 -0.010 3.246 0.24
H 0.320 -1.180 2.771 0.38
H 0.626 0.558 2.626 0.40
H 0.201 -1.114 -0.670 0.41
H 1.359 -0.893 0.625 0.71
H 1.262 2.102 1.243 0.35
H 2.703 1.144 0.855 0.33
H 2.293 2.576 -0.103 0.43
H 1.419 -0.087 -2.472 0.35
H 2.494 1.276 -2.141 0.39
H 2.742 -0.266 -1.310 0.54
H -2.748 0.812 -2.366 0.44
H -1.214 -0.033 -2.338 0.30
H -2.463 -0.476 -1.189 0.24
H -2.173 3.084 -1.884 0.49
H -1.804 3.496 -0.203 0.41
H -3.262 2.554 -0.583 0.43
H -0.939 1.830 1.293 0.41
H -2.448 0.972 1.153 0.77
N 4.828 -1.549 -2.411 -0.42
C 5.573 -0.787 -3.207 -0.16
C 6.061 -1.208 -4.435 -0.43
C 5.759 -2.492 -4.861 -0.16
C 4.983 -3.296 -4.042 -0.44
C 4.544 -2.779 -2.832 -0.14
H 5.787 0.213 -2.845 0.35
H 6.660 -0.542 -5.040 0.35
H 6.120 -2.857 -5.813 0.36
H 4.719 -4.304 -4.331 0.35
H 3.931 -3.381 -2.169 0.36

9
Properties=species:S:1:pos:R:3:mulliken_charge:R:1 method="wB97M-V/def2-TZVPD" multiplicity=1 e_tot_ha=-764.20802 homo_ev=-2.75 charge=-1
C 1.698 0.566 0.140 -0.38
C 1.186 1.608 0.534 0.39
C -1.052 -1.417 0.283 0.75
C -1.455 -0.580 -0.578 -0.77
O 0.256 2.214 1.077 -0.69
O -0.773 -2.160 1.159 -0.41
Cl 3.252 0.217 -0.465 -0.29
H -1.684 0.432 -0.400 0.28
H -1.427 -0.880 -1.751 0.13

13
Properties=species:S:1:pos:R:3:mulliken_charge:R:1 method="wB97M-V/def2-TZVPD" multiplicity=1 e_tot_ha=-195.12868 homo_ev="-8.36 / -7.42"
C -1.131 -0.259 0.368 -0.56
C -0.094 0.491 1.232 -0.53
C 1.211 0.181 0.521 -0.46
C 0.986 -0.304 -0.720 -0.42
C -0.401 -0.463 -0.963 -0.35
H -2.089 0.249 0.246 0.32
H -1.364 -1.233 0.842 0.23
H -0.318 1.570 1.236 0.23
H -0.077 0.177 2.283 0.30
H 2.180 0.349 0.976 0.39
H 1.531 -0.242 -1.684 0.34
H 0.417 0.426 -2.526 0.08
H -0.851 -0.945 -1.811 0.41

68
Properties=species:S:1:pos:R:3:mulliken_charge:R:1 method="wB97M-V/def2-TZVPD" multiplicity=8 e_tot_ha=-2274.99515 homo_ev="-2.82 / -2.85" charge=-1
Eu 10.586 11.374 9.336 1.23
C 7.906 12.905 11.376 -1.14
C 6.813 12.316 10.475 -0.53
C 6.859 10.810 10.332 0.37
C 5.733 10.061 10.709 -0.97
C 5.702 8.701 10.507 -0.40
C 6.864 8.108 10.066 -0.82
C 7.973 8.902 9.753 0.23
N 7.964 10.228 9.826 0.30
N 9.081 13.452 10.664 0.75
C 10.047 13.890 11.724 -1.31
C 10.792 12.757 12.452 0.94
C 11.568 13.043 13.550 -1.43
C 12.513 11.994 13.907 -0.43
C 12.501 10.797 13.299 -0.79
C 11.494 10.463 12.221 0.05
N 10.679 11.620 11.811 0.17
C 8.634 14.565 9.778 -0.96
C 8.288 14.183 8.325 0.57
C 7.406 15.022 7.639 -1.10
C 7.193 14.759 6.306 -0.29
C 7.820 13.671 5.708 -0.90
C 8.739 12.955 6.459 -0.06
N 8.965 13.185 7.752 0.26
H 8.238 12.122 12.071 0.51
H 7.491 13.722 11.994 0.51
H 6.883 12.718 9.467 0.20
H 5.836 12.610 10.869 0.35
H 4.875 10.625 11.032 0.40
H 4.792 8.154 10.724 0.40
H 6.948 7.052 9.884 0.41
H 8.891 8.452 9.390 0.11
H 9.605 14.584 12.472 0.33
H 10.816 14.474 11.218 0.41
H 11.645 14.009 14.036 0.35
H 13.214 12.264 14.715 0.32
H 13.192 10.031 13.626 0.20
H 10.816 9.674 12.675 0.19
H 9.454 15.294 9.719 0.46
H 7.752 15.093 10.164 0.27
H 6.943 15.831 8.168 0.43
H 6.516 15.400 5.740 0.38
H 7.684 13.438 4.651 0.43
H 9.288 12.119 6.056 0.26
N 10.798 8.364 7.839 -0.19
C 11.505 8.051 6.593 -0.70
C 12.320 9.198 6.032 -0.52
C 11.343 10.399 5.862 0.37
O 10.950 10.729 4.733 -0.73
O 10.942 10.836 7.003 -0.54
H 11.512 8.621 8.515 -0.17
H 10.448 7.484 8.178 0.24
H 10.781 7.759 5.837 0.45
H 12.150 7.161 6.757 0.37
H 12.735 8.914 5.072 0.34
H 13.118 9.479 6.712 0.17
N 12.010 9.997 10.924 -0.34
C 12.684 8.847 10.920 0.02
C 12.781 7.969 12.028 -0.43
C 13.423 6.759 11.933 -0.78
C 14.074 6.374 10.738 -0.52
C 14.060 7.235 9.671 -0.60
C 13.399 8.445 9.760 -0.02
H 12.357 8.297 12.952 0.32
H 13.430 6.120 12.809 0.34
H 14.600 5.435 10.692 0.36
H 14.628 7.016 8.774 0.40
H 13.490 9.182 8.970 0.53